(1)
Molecular formula: C29H42F5I2NO9P2
Method: DFT, wB97M-V/def2-TZVPD

The geometry in ORCA input format:
```
! wB97M-V def2-TZVPD RIJCOSX def2/J DEFGRID3
* xyz 0 1
C -0.18 -1.85 -3.96
C -0.98 -2.11 -2.55
C 0.00 -2.16 -1.30
I 1.16 -3.91 -2.13
C -0.55 -2.27 0.20
C -1.10 -3.75 0.32
C -0.64 -5.11 0.88
C 0.54 -6.06 0.50
F 0.46 -7.15 1.46
F 1.87 -5.65 0.61
F 0.24 -6.76 -0.73
C -1.93 -1.36 0.17
P -3.53 -2.04 -0.61
O -4.79 -1.66 0.23
C -1.71 0.15 -0.27
C -2.95 1.14 -0.14
C -3.58 1.43 1.27
O -4.12 0.63 2.06
F -3.66 2.82 1.67
C -0.25 0.65 0.29
C -0.27 2.20 0.17
O -0.39 2.53 -1.28
C 0.93 2.88 -1.77
C 1.95 1.85 -2.32
C 3.40 2.25 -2.80
C 3.90 3.73 -2.72
C 2.88 4.78 -2.19
C 1.43 4.37 -1.71
C 0.28 -0.18 1.60
C -0.67 0.33 2.78
C -0.83 1.81 3.26
O -1.93 2.06 3.87
I 0.36 3.61 3.35
C 1.71 0.48 1.97
P 2.45 0.60 3.65
O 3.41 1.84 3.71
O 1.49 0.81 5.03
O 3.54 -0.65 4.13
N 0.32 -1.70 1.36
C 1.70 -2.17 0.88
C 2.98 -2.41 1.76
O 4.13 -1.92 1.53
C 0.17 -2.50 2.62
C -1.18 -2.77 3.39
F 1.00 -2.05 3.75
H 0.86 -1.39 -3.80
H -0.75 -1.07 -4.60
H -0.17 -2.79 -4.63
H -1.48 -3.15 -2.71
H -1.81 -1.36 -2.61
H 0.77 -1.34 -1.54
H -1.53 -4.02 -0.72
H -2.08 -3.65 0.95
H -1.54 -5.83 0.69
H -0.66 -5.10 2.04
H -2.30 -1.48 1.26
H -3.81 -1.47 -1.92
H -3.59 -3.45 -0.77
H -1.49 0.26 -1.40
H -3.82 0.70 -0.78
H -2.81 2.16 -0.67
H 0.60 0.40 -0.47
H -1.07 2.80 0.75
H 0.69 2.81 0.40
H 1.70 0.74 -2.39
H 4.16 1.48 -3.19
H 4.96 4.05 -3.04
H 3.26 5.87 -2.13
H 0.79 5.23 -1.31
H -1.75 -0.03 2.59
H -0.48 -0.17 3.82
H 1.71 1.62 1.72
H 2.58 0.22 1.24
H 1.43 -0.05 5.53
H 4.15 -0.27 4.80
H 1.55 -3.26 0.56
H 2.15 -1.49 0.06
H 2.96 -3.16 2.65
H 0.68 -3.54 2.50
H -2.18 -2.79 2.88
H -1.08 -3.81 3.90
H -1.33 -2.07 4.31
C -1.20 6.09 -4.59
C -0.33 7.35 -4.40
O 0.92 7.02 -4.70
H -0.88 5.28 -3.92
H -2.25 6.32 -4.35
H -1.17 5.72 -5.62
H -0.55 7.70 -3.37
H -0.83 8.14 -5.01
*
```

Calculated values
Relative energy (zero: lowest compared OMol25 entry of this formula, charge and spin) = 10.4329 eV
Electronic energy = -3638.87717 a.u.
E_HOMO = -3.82 eV
Largest force on an atom = 8.7 eV/A
E_LUMO = -1.97 eV

Mulliken atomic charges, in units of e:
1. C -1.147
2. C 0.465
3. C -2.099
4. I 0.287
5. C 3.770
6. C -1.460
7. C -1.325
8. C 0.583
9. F -0.318
10. F -0.211
11. F -0.249
12. C -0.722
13. P 0.604
14. O -0.709
15. C -1.544
16. C -0.583
17. C 0.249
18. O -0.435
19. F -0.312
20. C 1.618
21. C -1.248
22. O -0.373
23. C 0.327
24. C 0.061
25. C -0.655
26. C -0.461
27. C -0.403
28. C -0.178
29. C 0.588
30. C -0.231
31. C -0.996
32. O -0.562
33. I 0.235
34. C -0.610
35. P 0.744
36. O -0.734
37. O -0.531
38. O -0.544
39. N 2.196
40. C 0.462
41. C -0.417
42. O -0.455
43. C -0.106
44. C -1.638
45. F -0.341
46. H 0.333
47. H 0.379
48. H 0.366
49. H 0.449
50. H -0.238
51. H -0.091
52. H 0.514
53. H 0.263
54. H 0.400
55. H 0.233
56. H 0.163
57. H 0.179
58. H 0.152
59. H 0.294
60. H 0.620
61. H 0.554
62. H -1.100
63. H 0.250
64. H 0.496
65. H 0.171
66. H 0.296
67. H 0.324
68. H 0.283
69. H 0.347
70. H 0.298
71. H 0.681
72. H 0.113
73. H 0.664
74. H 0.326
75. H 0.329
76. H -0.076
77. H 0.290
78. H 0.258
79. H 0.819
80. H 0.175
81. H 0.379
82. H 0.470
83. C -0.586
84. C -0.398
85. O -0.856
86. H -0.185
87. H 0.363
88. H 0.287
89. H 0.150
90. H 0.273

(2)
Molecular formula: C31H38N4O7
Method: DFT, wB97M-V/def2-TZVPD

The geometry in ORCA input format:
```
! wB97M-V def2-TZVPD RIJCOSX def2/J DEFGRID3
* xyz 0 1
C -2.80 -2.73 1.90
C -2.01 -1.68 2.69
C -1.00 -0.98 1.83
C -1.34 0.17 1.20
O -2.56 0.77 1.31
C -3.46 0.47 0.30
O -3.27 -0.46 -0.46
N -4.54 1.24 0.32
C -4.71 2.36 1.22
C -4.35 3.70 0.58
C -5.51 1.04 -0.75
C -5.02 1.56 -2.10
N -0.43 0.85 0.40
C -0.68 1.78 -0.57
O -1.72 2.29 -0.86
O 0.51 2.11 -1.15
C 1.51 1.32 -0.66
N 2.68 1.23 -1.11
C 3.13 2.02 -2.22
C 4.12 1.22 -3.09
O 3.56 0.71 -4.27
C 2.63 -0.32 -4.07
C 0.99 0.60 0.56
C 1.46 1.37 1.84
C 2.95 1.36 2.02
C 3.56 0.38 2.80
C 4.94 0.35 2.94
C 5.72 1.29 2.30
C 5.12 2.28 1.54
C 3.74 2.32 1.41
C 1.31 -0.88 0.70
C 0.28 -1.61 1.53
C 0.57 -2.88 1.81
C 1.75 -3.50 1.13
C 1.61 -3.15 -0.37
C 0.28 -3.71 -0.87
O -0.11 -4.84 -0.76
N -0.41 -2.70 -1.48
C -1.72 -2.85 -2.07
C 0.26 -1.50 -1.49
O -0.09 -0.51 -2.07
C 1.51 -1.65 -0.63
H -2.16 -3.51 1.52
H -3.56 -3.18 2.54
H -3.30 -2.25 1.06
H -1.49 -2.16 3.53
H -2.70 -0.94 3.10
H -5.75 2.36 1.57
H -4.06 2.18 2.09
H -5.10 3.98 -0.16
H -3.39 3.62 0.09
H -4.31 4.47 1.35
H -6.43 1.54 -0.45
H -5.70 -0.03 -0.83
H -5.76 1.35 -2.87
H -4.09 1.07 -2.36
H -4.84 2.63 -2.07
H 3.66 2.88 -1.79
H 2.31 2.39 -2.84
H 4.55 0.42 -2.47
H 4.93 1.88 -3.43
H 1.75 0.01 -3.51
H 2.31 -0.64 -5.07
H 3.09 -1.18 -3.55
H 0.96 0.90 2.69
H 1.11 2.40 1.76
H 2.95 -0.35 3.32
H 5.40 -0.42 3.55
H 6.79 1.27 2.40
H 5.72 3.04 1.06
H 3.28 3.11 0.83
H 2.28 -0.94 1.21
H -0.07 -3.52 2.40
H 1.73 -4.59 1.25
H 2.70 -3.12 1.51
H 2.43 -3.61 -0.93
H -2.38 -2.09 -1.67
H -1.65 -2.73 -3.16
H -2.07 -3.85 -1.83
H 2.37 -1.23 -1.14
*
```

Calculated values
Relative energy (zero: lowest compared OMol25 entry of this formula, charge and spin) = 0.0000 eV
SMILES string = CCC1=C(OC(=O)N(CC)CC)N2C(=O)O/C(=N\CCOC)[C@]2(Cc2ccccc2)[C@H]2C1=CC[C@H]1C(=O)N(C)C(=O)[C@H]12
Electronic energy = -1949.87813 a.u.
E_HOMO = -8.09 eV
Largest force on an atom = 0.9 eV/A
E_LUMO = 0.61 eV

Mulliken atomic charges, in units of e:
1. C -0.860
2. C -1.883
3. C 0.665
4. C 0.702
5. O -0.706
6. C 0.461
7. O -0.772
8. N 0.245
9. C -0.561
10. C -1.021
11. C -0.705
12. C -0.933
13. N 0.504
14. C 0.286
15. O -0.541
16. O -0.612
17. C 0.361
18. N -0.030
19. C -0.705
20. C -0.633
21. O -0.474
22. C -0.299
23. C 0.410
24. C -0.921
25. C -0.116
26. C 0.008
27. C -0.878
28. C -0.520
29. C -0.879
30. C -0.205
31. C -0.395
32. C 0.206
33. C -0.799
34. C -1.508
35. C -0.214
36. C 0.483
37. O -0.668
38. N 0.407
39. C -0.807
40. C -0.503
41. O -0.596
42. C -0.160
43. H 0.250
44. H 0.449
45. H 0.097
46. H 0.561
47. H 0.438
48. H 0.487
49. H 0.249
50. H 0.317
51. H 0.205
52. H 0.391
53. H 0.402
54. H 0.309
55. H 0.431
56. H 0.174
57. H 0.264
58. H 0.471
59. H 0.363
60. H 0.333
61. H 0.369
62. H 0.053
63. H 0.367
64. H 0.211
65. H 0.502
66. H 0.538
67. H 0.438
68. H 0.417
69. H 0.400
70. H 0.407
71. H 0.575
72. H 0.627
73. H 0.594
74. H 0.539
75. H 0.454
76. H 0.364
77. H 0.241
78. H 0.276
79. H 0.371
80. H 1.230